Below is a structure of composition C34H40F4IN3OPSTeTi at a distorted geometry, with properties calculated with wB97M-V/def2-TZVPD.

Each line ends with the Mulliken spin population.
CARTESIAN COORDINATES (ANGSTROEM)
Ti (1.120, -0.272, -0.578)  0.25
C (5.159, 1.230, -0.429)  0.02
N (4.043, 1.071, 0.486)  -0.03
C (3.867, 2.295, 1.243)  0.00
C (4.211, -0.071, 1.369)  0.00
C (2.850, -0.566, 1.947)  -0.01
N (1.731, 0.117, 1.322)  0.02
C (0.922, 0.811, 2.145)  0.00
C (0.430, 2.068, 1.718)  0.00
F (0.885, 2.495, 0.511)  0.00
C (-0.433, 2.852, 2.447)  -0.01
F (-0.868, 4.024, 1.944)  0.00
C (-0.866, 2.460, 3.704)  0.00
C (-0.376, 1.256, 4.181)  0.00
F (-0.776, 0.841, 5.404)  0.00
C (0.501, 0.470, 3.462)  0.00
F (0.894, -0.702, 4.035)  0.00
H (5.346, 0.304, -0.967)  0.01
H (6.081, 1.533, 0.096)  0.00
H (4.902, 1.999, -1.156)  -0.01
H (4.783, 2.562, 1.805)  0.00
H (3.057, 2.180, 1.959)  0.00
H (3.624, 3.102, 0.555)  0.00
H (4.891, 0.162, 2.211)  0.00
H (4.669, -0.877, 0.794)  0.00
H (2.856, -0.379, 3.026)  0.00
H (2.788, -1.651, 1.798)  0.01
H (-1.552, 3.054, 4.278)  0.00
I (3.224, -1.970, -1.483)  0.12
C (3.192, 0.601, -2.962)  0.53
C (4.146, 0.671, -3.920)  0.02
C (4.057, 1.682, -4.899)  0.06
C (2.992, 2.538, -4.892)  -0.05
C (1.961, 2.423, -3.936)  0.05
C (0.809, 3.232, -3.980)  0.00
C (-0.186, 3.068, -3.058)  0.00
C (-0.049, 2.118, -2.037)  0.04
C (1.061, 1.309, -1.912)  0.21
C (2.069, 1.430, -2.907)  -0.05
H (4.971, -0.027, -3.946)  0.01
H (4.830, 1.766, -5.654)  0.00
H (2.906, 3.317, -5.639)  0.00
H (0.725, 3.972, -4.764)  0.00
H (-1.085, 3.669, -3.103)  0.00
H (-0.856, 2.059, -1.312)  0.02
C (0.042, -4.302, -1.863)  0.01
C (-0.650, -3.947, -0.551)  0.03
P (0.419, -2.850, 0.516)  -0.04
C (1.650, -4.133, 1.109)  0.02
C (1.179, -5.267, 2.006)  0.01
C (-0.671, -2.620, 2.017)  0.01
C (-1.818, -3.593, 2.270)  0.00
H (-0.621, -4.882, -2.507)  0.00
H (0.944, -4.888, -1.692)  0.00
H (0.329, -3.396, -2.396)  0.00
H (-0.919, -4.852, -0.003)  0.00
H (-1.564, -3.382, -0.763)  -0.01
H (2.429, -3.582, 1.645)  0.00
H (2.118, -4.532, 0.204)  0.00
H (0.748, -4.879, 2.926)  0.00
H (2.036, -5.886, 2.273)  0.00
H (0.450, -5.902, 1.509)  0.00
H (-1.076, -1.604, 1.910)  -0.01
H (0.011, -2.614, 2.873)  0.00
H (-2.548, -3.562, 1.464)  0.00
H (-2.324, -3.311, 3.191)  0.00
H (-1.465, -4.614, 2.384)  0.00
C (-4.429, 2.377, 1.329)  0.00
Te (-2.656, 1.111, 0.854)  0.01
C (-3.782, 0.913, -0.988)  0.01
C (-5.213, 1.229, -0.709)  0.00
C (-6.221, 0.842, -1.579)  0.00
C (-7.547, 1.116, -1.289)  0.00
C (-7.874, 1.775, -0.118)  0.00
C (-6.871, 2.179, 0.745)  0.00
C (-5.538, 1.925, 0.455)  0.00
H (-4.182, 3.412, 1.081)  0.00
H (-4.718, 2.357, 2.378)  0.00
H (-3.676, -0.088, -1.403)  0.00
H (-3.369, 1.617, -1.714)  0.00
H (-5.967, 0.323, -2.494)  0.00
H (-8.323, 0.812, -1.977)  0.00
H (-8.909, 1.982, 0.119)  0.00
H (-7.124, 2.708, 1.653)  0.00
O (0.197, -1.164, -2.101)  0.09
S (-1.205, -0.849, -1.517)  0.46
N (-0.796, -0.204, -0.154)  0.19

- Energy relative to the best compared isomer or geometry (same formula, charge and spin): 237.8 kJ/mol
- Multiplicity: 3
- Net charge: -1
- Highest occupied orbital energy (alpha / beta): -4.295 / -4.948 eV